# C28H35ErF3N2O3S2

A molecular structure, C28H35ErF3N2O3S2 in a non-equilibrium geometry (ωB97M-V/def2-TZVPD, the Open Molecules 2025 dataset).

The spin multiplicity is 4. As for the expectation value of S²: 3.753. As for the gap between HOMO and LUMO (spin up / spin down): 6.815 / 6.822 eV. The value obtained for the HOMO energy (spin up / spin down) is -4.2958 / -4.3033 eV. Its total charge is -1.

Element x y z (Å)
1 Er -0.872 0.539 -0.347
2 C 0.918 -1.450 -0.154
3 C 0.432 -1.482 1.178
4 C 0.857 -0.259 1.798
5 C 1.572 0.480 0.808
6 C 1.669 -0.272 -0.384
7 C 2.681 -0.135 -1.513
8 C 2.000 -0.012 -2.882
9 C 3.592 1.080 -1.311
10 C 3.570 -1.394 -1.521
11 C 0.644 0.437 3.155
12 C 0.183 -0.399 4.352
13 C -0.405 1.558 2.920
14 C 1.951 1.106 3.627
15 C -0.097 -2.807 1.737
16 C -1.517 -2.699 2.306
17 C -0.179 -3.881 0.637
18 C 0.905 -3.343 2.772
19 H 0.896 -2.281 -0.840
20 H 2.116 1.397 0.994
21 H 1.539 0.968 -2.978
22 H 1.225 -0.766 -2.999
23 H 2.730 -0.138 -3.684
24 H 3.011 1.997 -1.287
25 H 4.304 1.151 -2.133
26 H 4.150 0.987 -0.381
27 H 2.988 -2.277 -1.764
28 H 4.026 -1.544 -0.546
29 H 4.360 -1.293 -2.266
30 H -0.736 -0.936 4.161
31 H 0.002 0.269 5.194
32 H 0.953 -1.102 4.653
33 H -2.204 0.546 2.794
34 H 0.036 2.333 2.280
35 H -0.696 2.029 3.872
36 H 2.736 0.360 3.731
37 H 1.806 1.585 4.595
38 H 2.289 1.873 2.940
39 H -2.203 -2.517 1.484
40 H -1.628 -1.886 3.011
41 H -1.804 -3.622 2.808
42 H -0.831 -3.563 -0.172
43 H -0.596 -4.791 1.065
44 H 0.806 -4.123 0.239
45 H 0.906 -2.746 3.674
46 H 1.904 -3.314 2.340
47 H 0.669 -4.371 3.046
48 S -2.387 1.710 -4.846
49 C -2.930 0.114 -4.544
50 C -2.417 -0.408 -3.396
51 C -1.541 0.454 -2.669
52 C -1.437 1.648 -3.346
53 C -0.681 2.798 -2.927
54 C -0.799 4.042 -3.567
55 C -0.066 5.111 -3.110
56 C 0.762 4.936 -2.009
57 C 0.818 3.680 -1.431
58 N 0.142 2.627 -1.869
59 H -3.608 -0.345 -5.241
60 H -2.663 -1.411 -3.075
61 H -1.475 4.145 -4.402
62 H -0.148 6.075 -3.590
63 H 1.349 5.749 -1.610
64 H 1.443 3.517 -0.559
65 O -1.632 2.452 0.078
66 S -2.457 2.364 1.408
67 N -1.568 1.062 2.189
68 F -3.488 -3.054 -0.918
69 C -4.433 -2.203 -0.468
70 F -4.930 -2.762 0.657
71 F -5.425 -2.240 -1.375
72 C -3.843 -0.743 -0.196
73 O -4.634 0.172 -0.194
74 O -2.609 -0.780 0.002

# C3H8O3

2 unconnected molecules or ions with the total composition C3H8O3 in a non-equilibrium geometry (ωB97M-V/def2-TZVPD, the Open Molecules 2025 dataset).

The spin multiplicity is 1. As for the gap between HOMO and LUMO: 10.201 eV. As for the SMILES: COC=O.CO. Its energy relative to the best compared isomer or geometry (same formula, charge and spin) is 2.472 eV. The value obtained for the HOMO energy is -9.6064 eV. Its total charge is 0.

Element x y z (Å)
1 C 1.128 -1.221 1.071
2 O 0.326 -1.687 -0.022
3 C -0.808 -1.013 -0.252
4 O -1.395 -0.357 0.631
5 H 2.019 -1.847 1.077
6 H 0.576 -1.324 2.007
7 H 1.391 -0.171 0.939
8 H -1.381 -1.539 -1.026
9 C -0.133 1.669 -1.039
10 O -0.459 1.934 0.248
11 H 0.806 2.137 -1.348
12 H -0.940 1.900 -1.748
13 H -0.102 0.463 -1.136
14 H -1.028 1.056 0.599

# C27H44N3O4S3

3 unconnected molecules or ions with the total composition C27H44N3O4S3 in a non-equilibrium geometry (ωB97M-V/def2-TZVPD, the Open Molecules 2025 dataset).

The spin multiplicity is 1. As for the gap between HOMO and LUMO: 7.365 eV. Its energy relative to the best compared isomer or geometry (same formula, charge and spin) is 0.000 eV. The value obtained for the HOMO energy is -9.6626 eV. Its total charge is +1.

Element x y z (Å)
1 C 5.458 -2.713 1.325
2 C 4.970 -1.883 0.419
3 C 3.502 -1.545 0.214
4 C 2.617 -2.460 1.072
5 C 2.486 -3.904 0.563
6 C 1.204 -4.086 -0.241
7 S 1.035 -5.719 -1.007
8 C 3.299 -1.606 -1.333
9 C 2.461 -0.376 -1.793
10 S 3.538 0.816 -2.673
11 C 1.311 -0.786 -2.739
12 C 1.761 -1.653 -3.933
13 C 1.089 -3.022 -3.963
14 S 1.464 -3.965 -5.462
15 C 1.937 0.121 -0.449
16 C 1.269 1.485 -0.366
17 C -0.223 1.360 -0.621
18 O -0.933 0.716 0.088
19 O -0.650 2.096 -1.683
20 C -1.345 1.478 -2.751
21 C -2.464 0.549 -2.394
22 O -1.007 1.771 -3.849
23 N 3.056 -0.103 0.537
24 C 4.100 0.953 0.618
25 C 4.829 0.960 1.984
26 C 6.349 0.806 1.863
27 O 4.229 -0.067 2.774
28 H 6.379 -3.251 1.144
29 H 4.963 -2.914 2.266
30 H 5.670 -1.432 -0.276
31 H 1.596 -2.064 1.116
32 H 2.987 -2.429 2.095
33 H 3.347 -4.143 -0.066
34 H 2.475 -4.609 1.393
35 H 1.126 -3.333 -1.029
36 H 0.332 -3.950 0.400
37 H 2.327 -5.897 -1.311
38 H 2.970 -2.571 -1.708
39 H 4.280 -1.460 -1.785
40 H 2.656 1.243 -3.585
41 H 0.873 0.130 -3.137
42 H 0.560 -1.309 -2.135
43 H 2.843 -1.799 -3.936
44 H 1.522 -1.135 -4.862
45 H 1.374 -3.617 -3.093
46 H 0.001 -2.932 -3.950
47 H 2.796 -3.825 -5.421
48 H 1.163 -0.612 -0.208
49 H 1.725 2.177 -1.074
50 H 1.367 1.915 0.635
51 H -3.128 0.508 -3.253
52 H -3.018 0.881 -1.521
53 H -2.079 -0.458 -2.226
54 H 2.574 -0.121 1.440
55 H 4.782 0.823 -0.219
56 H 3.630 1.922 0.466
57 H 4.646 1.917 2.477
58 H 6.840 1.774 1.944
59 H 6.735 0.151 2.645
60 H 6.651 0.374 0.910
61 H 4.778 -0.232 3.547
62 N -5.253 3.413 2.080
63 C -4.707 2.222 1.690
64 C -3.364 2.418 1.502
65 C -3.093 3.784 1.795
66 C -4.279 4.369 2.149
67 H -6.224 3.562 2.283
68 H -5.317 1.342 1.578
69 H -2.657 1.668 1.191
70 H -2.138 4.281 1.751
71 H -4.509 5.379 2.442
72 N -9.349 3.527 3.222
73 C -10.674 3.853 3.114
74 C -11.316 2.806 2.512
75 C -10.341 1.805 2.248
76 C -9.138 2.278 2.697
77 H -8.647 4.117 3.629
78 H -11.045 4.797 3.474
79 H -12.367 2.758 2.287
80 H -10.507 0.848 1.784
81 H -8.159 1.830 2.690

# C4H7NO2

A single C4H7NO2 molecule (ωB97M-V/def2-TZVPD, the Open Molecules 2025 dataset).

The spin multiplicity is 1. As for the gap between HOMO and LUMO: 10.585 eV. As for the SMILES: C[C@@H](C=O)C(N)=O. Its energy relative to the best compared isomer or geometry (same formula, charge and spin) is 0.537 eV. The value obtained for the HOMO energy is -9.8766 eV. Its total charge is 0.

Element x y z (Å)
1 C 1.067 0.308 0.942
2 C -0.069 -0.470 0.269
3 C -1.276 -0.607 1.192
4 O -1.390 0.003 2.227
5 C -0.587 0.145 -1.036
6 N 0.358 0.395 -1.983
7 O -1.774 0.358 -1.221
8 H 0.649 1.112 1.553
9 H 1.645 -0.349 1.599
10 H 1.761 0.748 0.219
11 H 0.263 -1.489 0.017
12 H -2.053 -1.317 0.852
13 H 1.343 0.301 -1.800
14 H 0.064 0.861 -2.828

# C9H18NS

A gas-phase ion, C9H18NS (charge +1) in a non-equilibrium geometry (ωB97M-V/def2-TZVPD, the Open Molecules 2025 dataset).

The spin multiplicity is 1. As for the gap between HOMO and LUMO: 9.548 eV. As for the SMILES: C[C@@H]1C[NH2+][C@]2(C[C@H](C)[C@H]2C)S1. Its energy relative to the best compared isomer or geometry (same formula, charge and spin) is 2.773 eV. The value obtained for the HOMO energy is -12.7999 eV. Its total charge is +1.

Element x y z (Å)
1 C 1.499 -2.355 1.922
2 C 1.953 -2.009 0.528
3 C 2.384 -0.567 0.193
4 N 1.235 0.388 0.407
5 C -0.118 -0.004 -0.150
6 C -1.297 0.259 0.719
7 C -1.914 1.124 -0.364
8 C -3.272 0.490 -0.766
9 C -0.731 0.883 -1.258
10 C 0.124 2.128 -1.583
11 S 0.404 -2.071 -0.503
12 H 0.506 -1.963 2.204
13 H 2.157 -2.124 2.731
14 H 1.319 -3.398 1.773
15 H 2.832 -2.758 0.289
16 H 3.328 -0.199 0.735
17 H 2.601 -0.618 -0.836
18 H 0.991 0.580 1.328
19 H 1.724 1.238 0.219
20 H -1.021 0.689 1.639
21 H -1.838 -0.561 0.934
22 H -2.107 2.149 -0.071
23 H -3.901 1.148 -1.268
24 H -3.756 0.137 0.121
25 H -3.106 -0.130 -1.545
26 H -0.953 0.242 -2.208
27 H -0.030 2.889 -0.857
28 H -0.163 2.622 -2.643
29 H 1.149 1.792 -1.690